[1]
The following is a DFT calculation (ωB97M-V/def2-TZVPD) of a 3-piece molecular cluster, C32H71NO8P overall at a distorted geometry.

The lowest unoccupied orbital energy comes out at -2.161 eV. Its energy is -61485.5372 eV. As for the HOMO-LUMO gap: 8.468 eV.

The geometry in ORCA input format:
```
! RIJCOSX wB97M-V def2-TZVPD def2/J DEFGRID3
* xyz 1 1
P -0.8129 0.0543 -4.4653
O 1.1070 -7.2895 1.0641
O 2.0447 5.8570 5.7212
O 3.7211 -0.4588 3.8464
O 2.9753 6.3245 2.2738
O 1.9786 -0.0150 1.3918
O 4.9185 -0.5564 0.6344
O 1.2384 -7.1285 -1.1482
O 3.4460 3.7932 3.9669
N -1.9583 -1.3892 -4.1484
C 4.0599 0.4521 0.1436
C 3.8310 6.9886 1.3729
C 0.9915 5.6707 6.6379
C 4.0073 4.7967 4.7987
C 5.4845 -1.3458 -0.3830
C -5.3275 1.8018 -0.9039
C 2.4525 -1.0190 3.5845
C -1.2417 -2.7081 -4.1957
C -2.3407 1.3637 0.7740
C -4.8022 0.8218 0.1540
C 0.1437 -5.6078 -2.6368
C -1.1236 -4.7424 -2.6141
C -3.8260 1.4644 1.1524
C 0.4782 -0.2295 -3.2160
C -4.2546 -2.1617 -4.8987
C -3.0494 -1.2759 -5.1834
C 0.8138 -5.7612 -1.2678
C 3.0610 0.8825 1.1916
C 3.1965 5.0982 6.0367
C -1.8153 1.3553 -3.6673
C 3.1392 -7.9980 0.0482
C -6.4727 1.2478 -1.7769
C -1.8792 -0.0463 0.3976
C 2.2468 -1.2177 2.0993
C 2.7409 4.9761 1.9254
C -5.0399 -1.8822 -3.6107
C -5.2785 -0.4164 -3.2652
C -6.3116 -0.2237 -2.1553
C -0.8630 -3.2284 -2.8006
C 3.7577 0.3245 5.0213
C 2.3578 4.1557 3.1349
C 1.7498 -7.4453 0.0815
H -3.9506 -3.2133 -4.8900
H 1.3439 -1.8214 1.9756
H 0.1927 -3.0372 -2.5988
H 3.0861 -1.7635 1.6624
H 3.3792 7.0795 0.3779
H -2.1328 2.0473 -4.4507
H 2.9115 4.1547 6.5187
H 4.2112 5.7122 4.2396
H -3.3194 -0.2185 -5.2284
H 3.0226 1.1358 4.9813
H 4.7519 0.7612 5.0847
H 3.5768 -0.2828 5.9155
H -5.6886 2.6893 -0.3731
H 1.9720 3.2005 2.7682
H -0.7873 -0.0842 0.3207
H 3.6361 4.5375 1.4650
H -7.4241 1.4063 -1.2611
H -0.3660 -2.5722 -4.8385
H 4.6542 1.3305 -0.1453
H -4.3282 0.0281 -2.9352
H -4.0852 2.5276 1.2280
H -6.0263 -0.8158 -1.2824
H 3.5435 -8.0518 -0.9594
H 4.9608 4.3813 5.1320
H -4.3141 -0.0222 -0.3422
H -1.8173 -5.1024 -3.3795
H -3.9750 1.0501 2.1545
H -1.7469 1.6979 1.6310
H 3.1408 -8.9907 0.5036
H 4.7903 6.4669 1.2781
H 0.1140 -5.5395 -0.4570
H 3.5217 0.0941 -0.7453
H -2.5968 -1.5368 -6.1434
H -2.1870 -0.7770 1.1525
H -4.9081 -2.0510 -5.7704
H -6.0074 -2.3860 -3.7058
H 0.8668 -5.2198 -3.3618
H 1.3029 0.4101 -3.5501
H 1.5633 4.6459 3.7021
H 0.1361 6.2325 6.2680
H 0.7157 4.6124 6.7173
H -7.2661 -0.6359 -2.5047
H -1.4135 -2.6698 -2.0333
H -0.1137 -6.6149 -2.9742
H -4.4994 2.1530 -1.5341
H -2.7095 0.9680 -3.1767
H 1.6568 -0.3678 3.9680
H 1.9176 4.9254 1.1965
H 0.2136 0.0438 -2.1914
H 4.0095 7.9856 1.7697
H -1.8963 -3.4193 -4.6981
H 1.6941 -5.1147 -1.1678
H -2.4109 -1.3205 -3.2330
H 6.1526 -0.7620 -1.0270
H 3.7698 -7.3537 0.6668
H 0.8421 -1.2541 -3.2472
H -6.5312 1.8320 -2.7034
H -5.6606 0.4102 0.6965
H 6.0609 -2.1328 0.0985
H -1.2225 1.8966 -2.9286
H -5.5929 0.1574 -4.1476
H 3.5600 1.1123 2.1346
H -4.5470 -2.3558 -2.7505
H 2.3673 -1.9944 4.0842
H 1.2520 6.0404 7.6362
H -2.2882 -0.3545 -0.5689
H 2.5895 1.7998 0.8286
H -1.6287 -4.8941 -1.6557
H -2.1200 2.0650 -0.0394
H 4.7077 -1.8058 -1.0078
H 3.8294 5.6623 6.7355
*
```

[2]
The following is a DFT calculation (ωB97M-V/def2-TZVPD) of a 3-piece molecular cluster, C4H11O4 overall at a distorted geometry.

The calculation puts the relative energy (zero: lowest compared OMol25 entry of this formula, charge and spin) at 2.123 eV. The lowest unoccupied orbital energy comes out at 3.611 eV. Its energy is -12516.4856 eV. As for the HOMO-LUMO gap: 7.439 eV.

The geometry in ORCA input format:
```
! RIJCOSX wB97M-V def2-TZVPD def2/J DEFGRID3
* xyz -1 1
O 1.7474 2.1879 -1.7155
O 3.9270 -0.3297 0.4304
O 1.2282 -0.0940 0.2920
O -3.9449 0.8092 0.7051
C 0.2831 -1.1540 0.4193
C -3.1712 0.1651 -0.0042
C -1.6994 0.3564 -0.1957
C -1.0328 -0.6862 0.8747
H 1.6854 1.3579 -1.1720
H 4.0532 -0.1978 -0.5331
H 0.1534 -1.7008 -0.5163
H -3.4676 -0.7371 -0.6015
H 2.9466 -0.3793 0.4948
H 0.6097 -1.9362 1.0872
H -1.6807 -1.5416 0.9241
H 2.0855 2.9326 -1.2034
H -1.5500 -0.1196 -1.1500
H -0.9079 -0.2793 1.8796
H -1.2649 1.3465 -0.0152
*
```

[3]
The following is a DFT calculation (ωB97M-V/def2-TZVPD) of one molecule with the formula C4H9NO2 at a distorted geometry.

Its SMILES is C[C@@H](N)CC(=O)O. The calculation puts the relative energy (zero: lowest compared OMol25 entry of this formula, charge and spin) at 1.964 eV. The lowest unoccupied orbital energy comes out at 0.735 eV. Its energy is -9878.0968 eV. As for the HOMO-LUMO gap: 10.046 eV.

The geometry in ORCA input format:
```
! RIJCOSX wB97M-V def2-TZVPD def2/J DEFGRID3
* xyz 0 1
O 0.7023 -0.2201 -2.1446
O 2.1596 -0.1638 -0.4744
N -0.2456 1.2577 1.3497
C 1.0209 -0.4458 -0.8497
C -2.2354 -0.0281 1.4478
C -1.0075 0.3186 0.5305
C -0.1203 -0.8708 0.0063
H -0.7825 -1.4225 -0.6838
H 1.4775 -0.4160 -2.6390
H 0.2524 1.9721 0.7615
H -1.2080 0.9216 -0.5273
H 0.3957 -1.2302 0.8678
H -2.9928 0.7613 1.5778
H -1.8782 -0.3382 2.4474
H -2.7933 -0.7889 0.9675
H 0.4073 0.9648 1.9228
*
```

[4]
The following is a DFT calculation (ωB97M-V/def2-TZVPD) of a 2-piece molecular cluster, C2BrF3S overall at a distorted geometry.

The calculation puts the relative energy (zero: lowest compared OMol25 entry of this formula, charge and spin) at 2.407 eV. The lowest unoccupied orbital energy (spin up / spin down) comes out at -1.703 / -4.126 eV. Its energy is -91098.3452 eV. As for the HOMO-LUMO gap (spin up / spin down): 6.606 / 7.274 eV.

The geometry in ORCA input format:
```
! RIJCOSX wB97M-V def2-TZVPD def2/J DEFGRID3
* xyz 0 3
Br -2.5173 -0.2428 0.0933
S 1.0769 -1.7916 0.2129
F -0.6911 1.2625 -1.2466
F 3.0866 -0.4422 0.3470
F -0.4943 1.3105 0.8538
C -0.6927 0.4862 -0.1379
C 0.2319 -0.5827 -0.1225
*
```

[5]
The following is a DFT calculation (ωB97M-V/def2-TZVPD) of C62H36LaN9 as an isolated structure at a distorted geometry.

The lowest unoccupied orbital energy (spin up / spin down) comes out at 3.911 / 3.818 eV. Its energy is -79153.6329 eV. As for the HOMO-LUMO gap (spin up / spin down): 4.955 / 4.860 eV.

The geometry in ORCA input format:
```
! RIJCOSX wB97M-V def2-TZVPD def2/J DEFGRID3
* xyz -2 1
La -0.9872 -0.4169 0.0817
N -1.0108 -2.8792 -0.1545
N 0.9800 -1.4709 1.2367
N -1.0766 0.1576 2.3228
N -3.3833 -3.3521 -0.1301
N 1.2098 0.0707 3.0687
N 1.3250 -3.4771 -0.0485
N -3.0501 -1.3363 1.1705
N -0.9070 0.1473 -2.9068
N -3.3581 0.2985 2.9257
C 3.1754 5.5114 -2.2150
C -0.8762 -2.1180 -3.6218
C 4.0325 0.5422 0.3993
C -0.9260 -3.0644 -4.6125
C 6.4070 1.9570 0.3575
C -1.0338 1.0229 -5.5664
C 1.5670 -0.9525 2.3658
C 0.0773 -3.5932 -0.5314
C -2.4705 -5.5778 -2.1480
C -0.9838 -2.6813 -5.9562
C -1.9223 4.2351 -0.1520
C 4.8112 -2.5021 3.6126
C -3.7530 -2.4460 0.7493
C -1.1622 2.3930 -2.0756
C -7.0077 -2.2218 3.3706
C -0.9996 3.7690 -2.2948
C -0.9022 -0.7432 -3.9236
C 0.4240 3.1532 3.8772
C -1.5961 1.8859 -0.8175
C -1.9803 2.8756 0.1052
C 3.9189 -3.6163 1.6617
C -5.9602 -1.3185 3.3697
C -1.6486 4.0476 4.7408
C -3.7136 -0.7574 2.1903
C 4.8946 -3.4898 2.6381
C -0.9951 -1.3494 -6.2898
C -1.0630 1.9032 -4.5250
C 3.3605 4.2973 -1.5918
C -1.3775 4.6872 -1.3419
C -4.9763 -2.5510 1.5151
C 1.6572 2.0758 0.8021
C -2.1457 -3.5308 -0.5785
C 0.6925 1.4343 1.2382
C 2.7639 -1.7463 2.6812
C 0.3538 -5.6862 -2.0475
C 2.8509 -2.7373 1.6888
C 1.4618 6.0697 -0.6415
C -4.9492 -1.4796 2.4383
C -1.6621 1.9661 3.5920
C -6.0276 -3.4600 1.5345
C 5.2111 2.6222 0.1899
C -1.7678 -6.5553 -2.8207
C -2.1013 0.7429 2.9016
C -0.2772 2.0614 3.4100
C -1.0003 1.4497 -3.1829
C 1.6159 4.8446 -0.0335
C 5.2304 -0.1165 0.5667
C 1.6570 -2.5833 0.8557
C 0.1529 0.9070 2.5386
C -1.7590 -4.6492 -1.3981
C 3.9848 1.9341 0.2032
C 2.5846 3.9288 -0.4785
C -0.2776 4.1469 4.5481
C -0.3699 -6.6173 -2.7624
C -0.3377 -4.6959 -1.3620
C 6.4307 0.5833 0.5438
C 2.2361 6.4171 -1.7413
C -2.3576 2.9580 4.2588
C 3.7489 -1.6118 3.6404
C 2.7279 2.6439 0.1512
C -7.0367 -3.2797 2.4598
C -0.9638 -0.3601 -5.2931
H 3.9857 -4.3625 0.8855
H -2.3000 -7.2913 -3.4126
H -1.0503 -1.0407 -7.3267
H -3.4284 2.8862 4.3733
H -0.8351 -2.4023 -2.5835
H 5.2116 3.6998 0.1010
H -1.1629 2.9581 -4.7190
H 2.0995 7.3736 -2.2313
H 0.2532 5.0188 4.9109
H 0.7306 6.7704 -0.2566
H 3.7579 5.7560 -3.0960
H -3.5471 -5.5178 -2.2180
H 3.1031 -0.0088 0.4345
H 7.3369 2.5159 0.3693
H 1.4329 -5.7125 -2.0152
H -2.1732 4.8475 5.2506
H -5.9215 -0.4991 4.0719
H -0.9312 -4.1130 -4.3516
H -1.0923 1.3620 -6.5940
H 4.0862 3.6010 -1.9891
H 3.6857 -0.8321 4.3844
H 5.5960 -2.4223 4.3546
H -0.5451 4.1369 -3.2062
H -6.0433 -4.2906 0.8438
H 1.0001 4.5680 0.8128
H 5.2341 -1.1862 0.7306
H -2.3754 2.5786 1.0738
H 5.7486 -4.1547 2.6349
H -1.2546 5.7464 -1.5272
H 0.1404 -7.4116 -3.2945
H 7.3695 0.0632 0.6862
H -2.2710 4.9426 0.5910
H -7.8165 -2.1170 4.0854
H -1.0252 -3.4396 -6.7267
H 1.4887 3.2272 3.7090
H -7.8716 -3.9697 2.4901
*
```

[6]
The following is a DFT calculation (ωB97M-V/def2-TZVPD) of a 2-piece molecular cluster, C5H15NO overall at a distorted geometry.

Its SMILES is CCN(C)CC.O. The calculation puts the relative energy (zero: lowest compared OMol25 entry of this formula, charge and spin) at 2.855 eV. The lowest unoccupied orbital energy comes out at 0.875 eV. Its energy is -8963.5035 eV. As for the HOMO-LUMO gap: 8.485 eV.

The geometry in ORCA input format:
```
! RIJCOSX wB97M-V def2-TZVPD def2/J DEFGRID3
* xyz 0 1
O -3.4499 5.2278 0.3804
N 0.3943 -0.9960 -0.2280
C 1.0150 -0.5311 -1.5588
C 0.1660 -0.5666 1.1379
C -0.4035 -2.1783 -0.6010
C 0.7826 -1.5174 2.1510
C 1.6047 0.9269 -1.4641
H 1.1961 1.5335 -2.2855
H -0.9633 -0.4065 1.4311
H 0.4665 0.4940 1.1710
H 1.3060 1.2549 -0.4097
H 1.7788 -1.0690 2.4203
H -3.8460 4.6075 -0.2568
H -1.1859 -1.6814 -1.2089
H 0.2511 -0.5618 -2.2958
H -0.8524 -2.6775 0.3268
H 0.9496 -2.5346 1.8646
H -4.0929 5.2758 1.0944
H 2.6978 0.8636 -1.4748
H 0.0874 -2.7474 -1.4074
H 0.2620 -1.5524 3.1510
H 1.8361 -1.1641 -1.9377
*
```

[7]
The following is a DFT calculation (ωB97M-V/def2-TZVPD) of a 3-piece molecular cluster, C4H13NO2 overall at a distorted geometry.

Its SMILES is C=CCCN.O.O. The calculation puts the relative energy (zero: lowest compared OMol25 entry of this formula, charge and spin) at 1.434 eV. The lowest unoccupied orbital energy comes out at 0.570 eV. Its energy is -9942.7625 eV. As for the HOMO-LUMO gap: 9.783 eV.

The geometry in ORCA input format:
```
! RIJCOSX wB97M-V def2-TZVPD def2/J DEFGRID3
* xyz 0 1
O 3.5682 -2.4992 3.7986
O -3.4044 0.3088 -5.1395
N -1.2814 -1.1529 1.0928
C 2.0933 1.3418 -0.7026
C -0.2691 0.8508 -0.0673
C -0.9103 0.2529 1.2088
C 1.0814 1.4936 0.1395
H 3.0304 1.8431 -0.4978
H -3.7055 -0.5847 -4.9512
H 2.8361 -2.1565 3.2824
H 1.1717 2.1020 1.0298
H -0.9277 1.6071 -0.5121
H -0.3012 0.4306 2.0876
H -0.1695 0.0923 -0.8298
H -0.7433 -1.6545 0.4012
H 3.7867 -3.3579 3.4213
H 1.9875 0.7194 -1.5814
H -3.7509 0.8228 -4.4039
H -2.2568 -1.2567 0.8516
H -1.8351 0.7973 1.3720
*
```

[8]
The following is a DFT calculation (ωB97M-V/def2-TZVPD) of a 5-piece molecular cluster, C2H14N2O4 overall at a distorted geometry.

Its SMILES is N/C=C/N.O.O.O.O. The calculation puts the relative energy (zero: lowest compared OMol25 entry of this formula, charge and spin) at 3.910 eV. The lowest unoccupied orbital energy comes out at 0.118 eV. Its energy is -13467.9549 eV. As for the HOMO-LUMO gap: 7.860 eV.

The geometry in ORCA input format:
```
! RIJCOSX wB97M-V def2-TZVPD def2/J DEFGRID3
* xyz 0 1
O 2.3236 1.6299 1.0315
O 0.6195 2.9242 -0.4813
O -2.0451 0.1640 0.9667
O -0.7383 2.9451 1.7971
N -1.2873 -2.2740 -2.1588
N 1.8886 -2.4391 -0.0707
C 0.4546 -2.1663 -0.3078
C 0.0535 -2.1635 -1.6087
H -0.6128 2.0187 1.9985
H -1.4946 3.2680 1.6130
H 0.7381 -2.0924 -2.4749
H 1.6397 1.6196 0.4563
H -0.2056 2.6264 -0.8201
H 0.4087 3.2716 0.2370
H -0.0496 -2.4991 0.6108
H -1.9490 -0.6148 1.5042
H 2.3016 -2.6140 -0.9390
H -1.9290 -2.4414 -1.4161
H -2.9995 -0.0597 0.7296
H 2.2748 2.2584 1.7040
H 2.4151 -1.6375 0.4396
H -1.8071 -1.7241 -2.8109
*
```

> Look up the energy of the third one.

-9878.0968 eV

> Which value of energy does entry 2 give?

-12516.4856 eV

> Look up the energy of the eighth one.

-13467.9549 eV